18
Properties=species:S:1:pos:R:3:forces:R:3 method="wB97M-V/def2-TZVPD" orbital_gap_ev="3.3 / 4.6" s_squared=0.757 multiplicity=2 e_above_lowest_kj_mol=305.0 charge=-1
H 1.644 1.919 1.905 -0.5 -0.6 0.2
H -0.501 -0.390 -1.139 -0.4 0.0 0.1
H -1.806 1.499 -2.759 0.0 0.0 0.1
H -3.367 -3.292 0.482 0.3 0.0 -0.2
C 2.508 -0.123 1.887 0.9 0.1 -0.2
C 1.620 1.133 -0.069 0.6 -0.2 0.6
H -0.287 1.881 0.274 0.0 -0.2 0.3
C 0.370 1.434 -0.472 -0.9 0.1 0.0
C 2.095 1.114 1.306 -0.4 1.1 0.0
H -3.433 -4.379 1.506 0.2 -0.1 -0.1
H 3.424 -0.591 1.516 -0.3 -0.4 -0.2
H -1.899 2.023 -1.226 0.1 0.1 0.1
O -2.951 -4.132 0.707 -0.5 0.1 0.3
C -0.421 0.640 -1.503 1.7 0.5 0.0
H 2.346 0.752 -0.781 -0.3 -0.9 -0.3
H 1.957 -0.689 2.643 0.1 0.4 0.1
N -1.745 1.201 -1.792 -0.1 -0.2 -0.5
H 0.251 0.552 -2.375 -0.6 0.1 -0.3